1.
{"formula": "C35H41Cl3N6O2S3Se2W", "method": "ωB97M-V/def2-TZVPD", "species": ["W", "Se", "Se", "C", "C", "C", "C", "C", "N", "C", "C", "C", "C", "C", "N", "H", "H", "H", "H", "H", "H", "H", "H", "O", "S", "C", "C", "C", "C", "H", "H", "H", "H", "H", "H", "H", "H", "C", "N", "C", "C", "S", "N", "C", "C", "H", "H", "H", "H", "H", "H", "H", "H", "H", "H", "H", "H", "Cl", "C", "C", "C", "C", "C", "C", "N", "C", "C", "N", "C", "O", "C", "C", "C", "Cl", "S", "C", "C", "C", "Cl", "C", "H", "H", "H", "H", "H", "H", "H", "H", "H", "H", "H", "H", "H"], "xyz": [[0.20, 0.47, 0.66], [1.70, -0.96, 2.26], [2.03, 2.13, 1.27], [2.65, 1.23, -0.27], [3.93, 1.31, -0.81], [4.17, 0.64, -1.99], [3.12, -0.07, -2.60], [1.91, -0.14, -2.00], [1.67, 0.49, -0.83], [0.37, -0.22, 3.37], [0.29, -0.29, 4.75], [-0.82, 0.27, 5.36], [-1.82, 0.86, 4.57], [-1.66, 0.91, 3.22], [-0.57, 0.40, 2.63], [4.69, 1.89, -0.31], [5.15, 0.69, -2.45], [3.27, -0.55, -3.56], [1.07, -0.66, -2.45], [1.07, -0.78, 5.31], [-0.91, 0.24, 6.44], [-2.71, 1.27, 5.02], [-2.39, 1.37, 2.57], [-1.76, 0.26, 0.11], [-3.09, 1.06, -0.18], [-4.35, -0.21, -0.07], [-5.37, 0.26, -1.10], [-4.59, 0.58, -2.39], [-3.23, 1.19, -1.99], [-4.73, -0.25, 0.95], [-3.87, -1.16, -0.33], [-5.90, 1.14, -0.74], [-6.12, -0.51, -1.26], [-5.14, 1.28, -3.01], [-4.42, -0.32, -2.97], [-3.11, 2.25, -2.24], [-2.37, 0.65, -2.38], [1.23, 4.26, -2.31], [1.02, 4.71, -0.91], [2.02, 5.71, -0.48], [0.11, 4.19, -0.10], [-0.61, 2.62, -0.53], [-0.32, 4.84, 0.98], [-0.89, 4.18, 2.16], [-0.47, 6.32, 1.03], [1.35, 5.14, -2.93], [0.39, 3.69, -2.67], [2.14, 3.66, -2.37], [2.98, 5.40, -0.89], [2.10, 5.73, 0.60], [1.80, 6.71, -0.86], [-0.69, 3.13, 2.13], [-1.97, 4.34, 2.20], [-0.44, 4.60, 3.05], [-0.38, 6.75, 0.04], [0.26, 6.78, 1.70], [-1.47, 6.53, 1.40], [6.23, -3.14, -4.26], [4.70, -3.70, -3.72], [4.55, -4.13, -2.41], [3.30, -4.56, -1.99], [2.19, -4.57, -2.83], [0.85, -5.12, -2.41], [0.58, -5.14, -0.91], [0.11, -3.84, -0.35], [-0.97, -3.72, 0.52], [-1.10, -2.40, 0.79], [-0.13, -1.70, 0.09], [0.58, -2.60, -0.58], [0.59, -6.41, -2.99], [1.64, -7.36, -3.19], [1.31, -8.68, -2.54], [0.29, -9.56, -3.04], [-0.65, -9.28, -4.36], [0.13, -11.04, -2.15], [1.38, -10.53, -1.14], [1.92, -9.25, -1.46], [2.39, -4.11, -4.14], [1.07, -4.08, -5.27], [3.63, -3.69, -4.59], [5.40, -4.14, -1.74], [3.22, -4.92, -0.97], [0.07, -4.50, -2.85], [1.43, -5.49, -0.33], [-0.23, -5.84, -0.75], [-1.53, -4.57, 0.87], [-1.80, -1.93, 1.45], [1.45, -2.40, -1.18], [2.60, -7.00, -2.84], [1.71, -7.53, -4.26], [1.72, -11.18, -0.34], [2.75, -8.81, -0.91], [3.75, -3.36, -5.62]], "mulliken_charge": [0.272, 0.074, 0.016, 0.602, -1.093, -0.382, -0.989, -0.569, 0.519, 0.546, -0.948, -0.256, -0.968, 0.006, 0.479, 0.622, 0.530, 0.632, 0.955, 0.553, 0.461, 0.519, 0.418, -0.412, 0.277, -0.621, -0.742, -0.735, -0.402, 0.470, 0.285, 0.369, 0.407, 0.339, 0.339, 0.484, 0.231, -1.015, 0.212, -1.215, 0.504, -0.501, 0.226, -0.680, -1.170, 0.434, 0.329, 0.315, 0.404, 0.416, 0.390, -0.157, 0.379, 0.454, 0.396, 0.387, 0.393, -0.137, 0.198, -1.066, 0.364, 0.135, -0.036, -1.366, 0.174, -0.988, -0.929, 0.354, -0.517, -0.362, -0.316, 0.164, 0.367, -0.011, 0.042, -0.334, -0.415, 0.424, -0.159, -0.770, 0.503, 0.328, 0.621, 0.163, 0.421, 0.501, 0.823, 0.806, 0.294, 0.522, 0.445, 0.452, 0.523], "charge": 4, "relative_energy_kj_mol": 68.8, "homo_lumo_gap_ha": [0.1977, 0.1911], "total_energy_ev": -252551.1593, "s_squared": 2.039, "spin_multiplicity": 3, "fmax_ev_per_a": 2.9}

2.
{"formula": "C4H5FO3", "method": "ωB97M-V/def2-TZVPD", "species": ["C", "C", "C", "C", "H", "H", "H", "H", "H", "O", "O", "O", "F"], "xyz": [[-2.05, -0.39, 0.38], [-0.89, 0.59, -0.32], [1.42, 0.59, -0.32], [2.64, 0.17, -0.06], [-1.18, -2.02, -0.42], [-1.81, -0.70, 1.58], [-3.27, 0.11, 0.53], [1.26, 1.73, -0.20], [3.53, 1.04, 0.34], [-2.00, -1.65, -0.60], [-0.96, 1.86, -0.39], [0.26, -0.21, -0.37], [3.06, -1.12, -0.15]], "nbo_charge": [-0.206, 0.780, -0.029, 0.196, 0.467, 0.226, 0.244, 0.242, 0.193, -0.721, -0.557, -0.509, -0.326], "charge": 0, "relative_energy_kj_mol": 367.7, "homo_lumo_gap_ha": 0.3783, "total_energy_ev": -13084.3710, "fmax_ev_per_a": 5.7}

3.
{"formula": "C22H16N7O2PtSSe", "method": "ωB97M-V/def2-TZVPD", "species": ["Pt", "O", "C", "N", "C", "O", "C", "C", "C", "C", "C", "N", "C", "C", "C", "C", "C", "N", "H", "H", "H", "H", "H", "H", "H", "H", "Se", "N", "C", "C", "C", "C", "N", "C", "N", "H", "H", "H", "S", "C", "N", "C", "C", "C", "C", "H", "H", "H", "H", "H"], "xyz": [[-0.53, 0.39, -0.11], [-0.14, -3.34, -1.63], [-0.37, -2.18, -1.37], [-0.50, -1.58, -0.15], [-0.46, -2.24, 1.07], [-0.39, -3.42, 1.28], [-0.52, -1.24, 2.21], [-0.51, -1.68, 3.52], [-0.50, -0.74, 4.54], [-0.49, 0.61, 4.21], [-0.51, 0.98, 2.88], [-0.54, 0.07, 1.90], [-0.51, -1.16, -2.49], [-0.57, -1.55, -3.81], [-0.61, -0.58, -4.79], [-0.58, 0.76, -4.42], [-0.53, 1.08, -3.08], [-0.51, 0.14, -2.13], [-0.51, -2.74, 3.70], [-0.49, -1.05, 5.57], [-0.46, 1.38, 4.97], [-0.51, 2.01, 2.57], [-0.58, -2.61, -4.03], [-0.67, -0.86, -5.84], [-0.58, 1.55, -5.16], [-0.51, 2.11, -2.74], [-4.74, 2.57, -0.14], [-4.07, 4.20, -0.05], [-2.76, 4.06, -0.04], [-1.81, 5.13, 0.02], [-0.50, 4.81, 0.02], [-0.08, 3.45, -0.03], [-0.91, 2.44, -0.08], [-2.28, 2.71, -0.10], [-3.17, 1.75, -0.16], [-2.17, 6.15, 0.06], [0.27, 5.57, 0.06], [0.97, 3.19, -0.02], [2.59, 0.51, 0.04], [2.79, -1.14, 0.23], [2.86, -1.97, -0.86], [2.91, -3.32, -0.81], [2.92, -3.97, 0.38], [2.90, -3.18, 1.55], [2.85, -1.82, 1.48], [2.86, -1.50, -1.75], [2.92, -3.83, -1.77], [2.94, -5.05, 0.41], [2.93, -3.67, 2.52], [2.84, -1.21, 2.37]], "nbo_charge": [0.891, -0.538, 0.645, -0.682, 0.652, -0.528, 0.125, -0.193, -0.134, -0.226, 0.065, -0.428, 0.120, -0.194, -0.134, -0.228, 0.072, -0.430, 0.263, 0.239, 0.242, 0.212, 0.263, 0.240, 0.243, 0.212, 1.067, -0.594, 0.115, -0.125, -0.269, 0.126, -0.475, 0.229, -0.615, 0.251, 0.250, 0.239, -0.317, 0.075, -0.513, 0.078, -0.277, -0.107, -0.284, 0.429, 0.231, 0.246, 0.231, 0.238], "charge": 1, "relative_energy_kj_mol": 4.0, "homo_lumo_gap_ha": 0.2030, "total_energy_ev": -117023.7356, "fmax_ev_per_a": 0.5}

4.
{"formula": "C31H73N2O21P5S", "method": "ωB97M-V/def2-TZVPD", "species": ["C", "C", "O", "C", "C", "P", "C", "C", "C", "C", "C", "C", "C", "O", "C", "C", "C", "C", "C", "S", "C", "N", "N", "C", "O", "C", "O", "O", "H", "H", "H", "H", "H", "H", "H", "H", "H", "H", "H", "H", "H", "H", "H", "H", "H", "H", "H", "H", "H", "H", "H", "H", "H", "H", "H", "H", "H", "H", "H", "H", "H", "H", "H", "H", "H", "C", "O", "P", "O", "O", "C", "O", "C", "H", "H", "H", "H", "H", "H", "H", "H", "H", "C", "O", "P", "O", "O", "C", "O", "C", "H", "H", "H", "H", "H", "H", "H", "H", "H", "C", "O", "P", "O", "O", "C", "O", "C", "H", "H", "H", "H", "H", "H", "H", "H", "H", "C", "O", "P", "O", "O", "C", "O", "C", "H", "H", "H", "H", "H", "H", "H", "H", "H"], "xyz": [[-4.12, -4.88, 3.76], [-3.66, -4.98, 2.21], [-2.24, -4.79, 2.03], [-2.00, -3.44, 1.49], [-0.47, -3.23, 1.04], [0.59, -2.20, 2.26], [0.92, -0.89, 0.90], [-0.37, 0.00, 0.51], [0.08, 0.94, -0.74], [-0.71, 2.34, -0.79], [-2.07, 2.31, -1.64], [-3.36, 1.77, -0.85], [-3.67, 2.52, 0.53], [-4.46, 1.58, 1.35], [-3.60, 0.60, 1.97], [1.74, -1.33, 3.54], [1.34, 0.19, 3.86], [1.10, 0.48, 5.44], [0.78, 2.07, 5.61], [-0.99, 2.28, 5.08], [-1.55, 4.01, 5.31], [-0.87, 5.26, 5.29], [-1.89, 6.19, 5.49], [-3.13, 5.53, 5.64], [-2.96, 4.12, 5.53], [0.14, -3.47, 3.68], [-0.59, -3.08, 4.67], [0.59, -4.77, 3.65], [-3.41, -4.24, 4.38], [-4.28, -5.91, 4.24], [-5.14, -4.36, 3.76], [-4.28, -4.19, 1.65], [-3.94, -6.00, 1.77], [-2.63, -3.39, 0.52], [-2.40, -2.61, 2.16], [-0.01, -4.29, 0.98], [-0.49, -2.83, -0.03], [1.74, -3.00, 1.85], [-0.56, -1.42, 2.69], [1.77, -0.16, 1.13], [1.22, -1.43, -0.08], [-1.27, -0.62, 0.18], [-0.68, 0.73, 1.34], [0.07, 0.38, -1.74], [1.19, 1.19, -0.53], [-0.82, 2.73, 0.28], [0.00, 3.08, -1.33], [-2.24, 3.32, -2.17], [-1.88, 1.56, -2.51], [-3.28, 0.64, -0.78], [-4.27, 1.97, -1.54], [-2.76, 2.78, 1.16], [-4.28, 3.47, 0.34], [-2.70, 1.07, 2.50], [-4.26, 0.01, 2.71], [-3.21, -0.20, 1.22], [2.82, -1.39, 3.12], [1.75, -1.93, 4.52], [0.49, 0.60, 3.21], [2.27, 0.83, 3.59], [2.03, 0.24, 6.06], [0.20, -0.13, 5.80], [0.97, 2.41, 6.69], [1.53, 2.60, 4.91], [-4.19, 5.93, 5.79], [5.05, -2.19, -2.14], [4.24, -2.30, -3.31], [3.90, -0.76, -4.03], [2.59, -0.66, -3.24], [3.61, -1.45, -5.49], [3.54, -2.87, -5.65], [3.71, 0.77, -4.78], [3.26, 1.83, -3.95], [5.23, -3.20, -1.75], [6.01, -1.74, -2.39], [4.54, -1.60, -1.38], [2.79, -3.31, -4.99], [4.52, -3.31, -5.48], [3.25, -3.07, -6.68], [3.86, 1.89, -3.04], [2.20, 1.70, -3.70], [3.36, 2.77, -4.50], [-6.90, -0.65, -6.05], [-6.56, 0.72, -5.87], [-4.92, 1.06, -6.27], [-4.50, 0.87, -4.81], [-5.27, 2.65, -6.53], [-6.53, 3.20, -6.21], [-3.32, 1.38, -6.82], [-2.29, 0.55, -6.30], [-7.96, -0.79, -5.78], [-6.76, -0.93, -7.09], [-6.28, -1.28, -5.40], [-6.79, 3.03, -5.16], [-7.30, 2.78, -6.86], [-6.49, 4.27, -6.39], [-2.56, -0.50, -6.41], [-2.10, 0.79, -5.25], [-1.38, 0.75, -6.86], [1.37, 7.44, 10.86], [2.40, 8.02, 10.07], [1.88, 8.40, 8.47], [2.39, 7.05, 7.96], [3.07, 9.53, 8.29], [4.10, 9.69, 9.25], [1.26, 8.89, 6.94], [0.55, 7.91, 6.20], [1.76, 7.23, 11.86], [0.53, 8.13, 10.95], [1.03, 6.50, 10.41], [4.64, 8.75, 9.41], [3.69, 10.06, 10.19], [4.80, 10.43, 8.87], [-0.21, 7.44, 6.82], [1.24, 7.16, 5.80], [0.07, 8.40, 5.35], [1.91, -8.43, -6.05], [2.56, -8.07, -7.27], [4.28, -7.95, -7.09], [4.17, -6.45, -6.82], [4.51, -8.19, -8.71], [3.42, -8.22, -9.62], [5.99, -7.98, -6.91], [6.52, -7.25, -5.82], [0.83, -8.49, -6.24], [2.27, -9.40, -5.72], [2.10, -7.68, -5.28], [2.83, -7.30, -9.56], [2.80, -9.10, -9.43], [3.83, -8.30, -10.63], [6.00, -7.50, -4.89], [6.45, -6.18, -6.01], [7.58, -7.50, -5.72]], "mulliken_charge": [-0.834, -0.335, -0.348, -0.418, -1.411, 1.931, -1.514, 1.402, -0.605, -0.491, -0.367, -0.395, -0.239, -0.472, 0.029, -1.447, 0.661, -0.813, -0.562, -0.050, 0.179, -0.098, -0.351, -0.034, -0.222, 0.289, -0.631, -0.729, 0.232, 0.264, 0.253, 0.278, 0.288, 0.423, 0.230, 0.479, 0.462, -0.377, -0.424, 0.314, 0.403, -0.140, -0.478, 0.141, 0.223, 0.242, 0.328, 0.371, -0.109, 0.152, 0.321, 0.111, 0.300, -0.021, 0.288, -0.100, 0.328, 0.470, -0.581, 0.245, 0.374, 0.267, 0.411, 0.321, 0.334, -0.729, -0.265, 0.785, -0.535, -0.278, -0.492, -0.368, -0.577, 0.251, 0.323, 0.255, 0.262, 0.206, 0.278, 0.295, 0.221, 0.263, -0.773, -0.272, 0.704, -0.537, -0.277, -0.566, -0.308, -0.378, 0.240, 0.332, 0.297, 0.257, 0.247, 0.255, 0.290, 0.046, 0.242, -0.753, -0.292, 0.879, -0.621, -0.291, -0.571, -0.371, -0.700, 0.231, 0.331, 0.308, 0.266, 0.251, 0.250, 0.299, 0.326, 0.348, -0.753, -0.244, 0.583, -0.575, -0.269, -0.553, -0.288, -0.589, 0.237, 0.328, 0.289, 0.251, 0.239, 0.252, 0.294, 0.225, 0.232], "charge": -2, "homo_lumo_gap_ha": 0.0359, "total_energy_ev": -136569.4404, "fmax_ev_per_a": 9.3}